(1)
Computed, not measured: a 4-piece molecular cluster, C18H45ClN3O6 overall, with ωB97M-V with the def2-TZVPD basis set.

Computed properties:
Energy above the lowest of the compared OMol25 structures with the same formula, charge and spin = 4.8 kcal per mole
Total charge = -1
M = 435.0 g/mol

Each line ends with the Mulliken charge.
CARTESIAN COORDINATES (ANGSTROEM)
Cl (-0.0393, -0.8562, 0.9899)  -0.788
C (-4.4403, -1.4810, 0.7855)  -0.601
O (-4.6582, -2.4605, 1.7949)  -0.336
C (-3.8411, -3.6085, 1.6258)  -0.606
C (-2.4239, -3.4549, 2.1630)  -0.092
N (-2.2500, -3.6093, 3.6092)  -0.412
C (-3.0338, -2.6717, 4.4180)  -0.770
C (-2.7281, -1.2185, 4.1581)  0.019
O (-1.3743, -0.9642, 4.3103)  -0.338
C (-1.0510, 0.3952, 4.1541)  -0.743
H (-4.4802, -1.9412, -0.2055)  0.315
H (-3.4810, -0.9728, 0.9263)  0.197
H (-5.2355, -0.7487, 0.9130)  0.209
H (-3.8309, -3.8756, 0.5565)  0.370
H (-4.3809, -4.4311, 2.1129)  0.317
H (-2.0098, -2.4815, 1.8878)  -0.222
H (-1.8299, -4.2400, 1.6863)  0.382
H (-2.6171, -4.5275, 3.8500)  0.257
H (-2.7943, -2.8689, 5.4673)  0.464
H (-4.1169, -2.8052, 4.2857)  0.306
H (-3.3575, -0.6681, 4.8891)  0.321
H (-3.0612, -0.8751, 3.1681)  0.033
H (-1.7028, 0.8919, 3.4271)  0.267
H (-0.0392, 0.4127, 3.7510)  0.201
H (-1.1139, 0.9305, 5.1122)  0.395
C (-0.9352, 7.2442, -3.4446)  -0.709
O (-1.4107, 6.3352, -2.4847)  -0.296
C (-0.6136, 6.3038, -1.3104)  -0.655
C (-0.9927, 5.0710, -0.5262)  -0.145
N (-0.3182, 5.0690, 0.7481)  -0.274
C (-0.2794, 3.8103, 1.4541)  -1.083
C (0.3732, 2.6584, 0.7073)  -0.209
O (1.6318, 3.1151, 0.1979)  -0.404
C (2.0481, 2.3624, -0.9151)  -0.692
H (-1.4821, 7.0743, -4.3701)  0.249
H (0.1334, 7.0888, -3.6497)  0.308
H (-1.0669, 8.2889, -3.1315)  0.273
H (-0.8623, 7.1849, -0.7003)  0.326
H (0.4513, 6.3002, -1.5656)  0.332
H (-0.7403, 4.2113, -1.1627)  0.174
H (-2.0733, 5.0778, -0.3665)  0.168
H (0.6062, 5.4705, 0.7063)  0.329
H (-1.2731, 3.4712, 1.7656)  0.282
H (0.2803, 3.9958, 2.3767)  0.395
H (-0.2699, 2.3286, -0.1160)  0.296
H (0.5629, 1.7863, 1.3356)  0.388
H (1.2506, 2.3044, -1.6676)  0.298
H (2.3247, 1.3408, -0.6289)  0.186
H (2.9215, 2.8466, -1.3546)  0.374
C (6.2698, -3.9546, -1.5293)  -0.764
O (4.9836, -3.4658, -1.3115)  -0.271
C (4.8946, -2.0747, -1.5654)  -0.618
C (3.7525, -1.4506, -0.8007)  -0.422
N (2.4390, -1.9453, -1.1148)  0.041
C (1.9327, -1.5540, -2.4133)  -0.237
C (0.6055, -2.2266, -2.7152)  -0.631
O (0.7688, -3.6297, -2.8720)  -0.299
C (0.0139, -4.1525, -3.9260)  -0.775
H (6.6290, -3.7359, -2.5455)  0.293
H (6.2591, -5.0311, -1.3592)  0.255
H (6.9937, -3.5320, -0.8114)  0.297
H (4.8407, -1.9204, -2.6483)  0.275
H (5.7923, -1.5720, -1.1643)  0.422
H (3.8314, -0.3408, -0.9430)  0.114
H (3.9149, -1.4798, 0.2804)  0.394
H (1.7280, -1.6335, -0.4530)  -0.020
H (2.6249, -1.7301, -3.2440)  0.358
H (1.7331, -0.4602, -2.4348)  -0.020
H (0.2437, -1.7755, -3.6480)  0.419
H (-0.0705, -2.0263, -1.8763)  0.285
H (0.0748, -5.2391, -3.8654)  0.230
H (0.4065, -3.8376, -4.9059)  0.309
H (-1.0377, -3.8415, -3.8670)  0.306

***

(2)
Computed, not measured: C15H21AlBrF4N3O2P as an isolated structure, with ωB97M-V with the def2-TZVPD basis set.

Computed properties:
Total charge = -1
M = 489.2 g/mol

Each line ends with the natural charge from an NBO analysis.
CARTESIAN COORDINATES (ANGSTROEM)
C (-2.6029, 2.6340, -4.6504)  -0.625
C (-2.3332, 2.8782, -3.0595)  -0.407
C (-0.8033, 2.6515, -2.6335)  -0.413
C (-0.5226, 1.1780, -1.9941)  -0.222
N (0.8606, 1.2272, -1.4298)  -0.656
C (1.1542, 0.0904, -0.5428)  0.169
C (1.6869, -1.2047, -1.2029)  -0.428
P (1.9830, -1.3632, -3.0811)  1.024
O (0.4539, -1.7087, -3.7875)  -0.973
Br (3.2594, -3.2303, -3.4745)  -0.227
C (2.0164, -2.4835, -0.3311)  -0.179
C (1.8300, -2.3651, 1.1924)  -0.216
C (1.3279, -1.0526, 1.9314)  0.108
N (1.2508, -1.1208, 3.3665)  -0.366
C (0.7858, 0.1410, 3.8368)  0.167
C (0.6671, 0.3018, 5.4478)  -0.663
C (0.3779, 1.3761, 2.9855)  0.427
O (-0.1160, 2.5748, 3.6100)  -0.529
C (-1.5327, 2.4657, 3.9116)  -0.069
C (-2.4495, 1.9602, 2.6987)  -0.660
N (0.4708, 1.3857, 1.5691)  -0.430
C (0.9771, 0.1536, 1.0296)  0.160
H (-2.2364, 3.5293, -5.2711)  0.204
H (-3.7335, 2.5548, -4.8431)  0.208
H (-2.0666, 1.6958, -5.0257)  0.215
H (-2.5589, 4.0040, -2.9010)  0.199
H (-3.0897, 2.3016, -2.4172)  0.207
H (-0.0761, 2.8736, -3.5007)  0.218
H (-0.5641, 3.4487, -1.8265)  0.194
H (-0.5060, 0.4680, -2.9084)  0.213
H (-1.3366, 0.8988, -1.2351)  0.184
H (1.0175, 2.1358, -0.9559)  0.385
H (-0.1710, -2.0113, -3.0852)  0.493
H (2.3929, -3.4758, -0.7577)  0.298
H (2.0755, -3.2964, 1.8273)  0.255
H (1.1470, -0.6363, 5.9237)  0.241
H (1.3738, 1.1721, 5.7167)  0.232
H (-0.4074, 0.4722, 5.7888)  0.222
H (-1.7346, 1.8412, 4.8476)  0.170
H (-1.8875, 3.5402, 4.1587)  0.195
H (-2.4718, 2.7051, 1.8145)  0.226
H (-2.2451, 0.8825, 2.3635)  0.229
H (-3.5379, 1.9539, 3.1011)  0.213
F (3.6144, -7.1672, -2.4276)  -0.794
Al (2.3752, -6.7112, -1.2418)  2.189
F (3.1061, -5.6913, 0.0173)  -0.798
F (1.6959, -8.1734, -0.5000)  -0.794
F (1.0829, -5.8037, -2.0541)  -0.797

***

(3)
Computed, not measured: a 19-piece molecular cluster, C18H68Br2N2O17 overall, with ωB97M-V with the def2-TZVPD basis set.

Computed properties:
Total charge = -2
M = 744.5 g/mol

Each line ends with the Mulliken charge.
CARTESIAN COORDINATES (ANGSTROEM)
Br (2.7057, -17.7036, 18.0627)  -0.865
Br (-2.1664, -14.7428, 10.7518)  -0.878
O (0.8124, -17.7952, 15.2250)  -0.683
H (1.3573, -18.0731, 15.9910)  0.062
H (0.7490, -16.8280, 15.3847)  0.375
O (-5.2035, -15.4706, 11.9818)  -0.629
H (-5.1113, -14.6172, 11.6157)  0.316
H (-4.3417, -15.8033, 11.6960)  0.286
O (4.7085, -14.8861, 17.4660)  -0.654
H (4.5784, -15.7963, 17.6797)  0.250
H (3.8097, -14.5387, 17.5460)  0.332
O (1.7456, -12.8553, 14.9483)  -0.574
H (2.1999, -13.5993, 15.3911)  0.236
H (1.1809, -13.3074, 14.2980)  0.399
O (-2.0372, -14.3293, 14.8728)  -0.655
H (-1.3347, -14.0377, 14.2492)  0.338
H (-2.8224, -14.4822, 14.2722)  0.279
O (0.2394, -14.0506, 12.9435)  -0.654
H (0.7361, -14.8455, 12.8416)  0.348
H (-0.1992, -13.8479, 12.1138)  0.118
O (8.7969, -17.3455, 18.0479)  -0.643
H (7.8616, -17.6598, 18.1208)  0.362
H (8.8649, -16.4534, 18.3028)  0.291
O (1.2582, -17.5752, 12.3117)  -0.363
H (1.0724, -17.7287, 13.2429)  0.207
H (0.5501, -18.0070, 11.8882)  0.301
O (-2.5535, -17.0743, 13.2402)  -0.575
H (-2.3036, -16.7758, 14.1043)  0.304
H (-2.2907, -16.3642, 12.6102)  0.245
O (-0.4504, -17.4029, 9.5783)  -0.639
H (-0.9701, -16.5647, 9.6777)  0.291
H (0.3789, -17.0535, 9.9697)  0.298
O (1.0412, -15.3297, 16.6049)  0.374
H (1.3977, -15.9529, 17.2948)  -0.211
H (0.3004, -14.8998, 17.0376)  0.109
O (-1.5789, -13.3189, 17.4880)  -0.571
H (-1.0658, -12.6218, 17.0411)  0.277
H (-1.9411, -13.8279, 16.7261)  0.333
O (5.5772, -17.5301, 19.8969)  -0.648
H (5.0877, -16.7349, 20.1655)  0.310
H (4.7221, -18.0524, 19.7136)  0.302
O (0.4742, -10.6894, 16.4917)  -0.643
H (1.0914, -11.1978, 16.9726)  0.301
H (0.8303, -10.6492, 15.6240)  0.299
O (1.8655, -21.0105, 19.1520)  -0.645
H (2.1052, -20.4196, 19.9015)  0.298
H (1.7313, -20.4101, 18.4391)  0.317
C (4.4005, -16.0344, 11.5737)  -2.107
C (4.8350, -16.7903, 12.7907)  2.256
C (4.8735, -18.3108, 12.5682)  -1.418
C (5.7121, -19.1571, 13.5413)  -0.360
C (7.1434, -18.6050, 13.4616)  -1.344
C (7.0959, -17.1426, 13.9121)  1.822
N (6.2630, -16.3280, 13.0056)  0.028
O (6.2938, -14.9728, 13.2620)  -0.490
C (6.6158, -17.1725, 15.3758)  -1.420
C (8.5012, -16.5977, 13.9709)  -1.952
C (3.9113, -16.4810, 13.9905)  -0.343
H (4.4420, -14.9474, 11.8014)  0.374
H (3.3808, -16.3619, 11.2857)  0.173
H (5.1168, -16.3050, 10.8535)  0.616
H (3.7896, -18.5839, 12.4369)  0.303
H (5.4335, -18.4561, 11.6397)  0.437
H (5.6649, -20.1824, 13.1864)  0.486
H (5.2552, -19.3080, 14.5618)  0.206
H (7.4728, -18.6490, 12.3880)  0.316
H (7.8516, -19.1070, 14.1255)  0.435
H (5.6083, -17.5719, 15.5550)  0.129
H (7.3444, -17.7200, 16.0212)  0.135
H (6.5304, -16.1820, 15.8750)  0.505
H (8.5602, -15.5675, 14.3290)  0.361
H (9.1719, -17.2652, 14.6036)  0.298
H (8.8735, -16.6284, 12.9064)  0.453
H (4.2118, -15.5008, 14.4350)  0.092
H (3.8519, -17.2867, 14.7686)  -0.068
H (2.8769, -16.2978, 13.6115)  -0.253
H (5.8343, -14.8504, 14.1064)  0.379
C (1.3158, -15.5196, 20.7583)  -1.955
C (-0.0636, -15.9849, 21.2981)  1.662
C (-1.1260, -14.8619, 21.1857)  -0.823
C (-2.5210, -15.3093, 21.4967)  -0.554
C (-2.9690, -16.4292, 20.5469)  -1.110
C (-1.9682, -17.5731, 20.3758)  1.492
N (-0.5338, -17.0348, 20.3058)  0.620
O (0.3203, -18.1271, 20.3615)  -0.363
C (-2.2436, -18.5411, 21.5410)  -1.754
C (-2.2399, -18.2900, 19.0184)  -1.739
C (0.0667, -16.5240, 22.6818)  -1.698
H (1.9720, -16.3725, 20.6994)  0.490
H (1.8564, -14.7959, 21.4083)  0.354
H (1.1529, -15.1629, 19.7779)  0.247
H (-0.8265, -13.9517, 21.7965)  0.324
H (-1.1140, -14.5216, 20.1528)  0.169
H (-3.2280, -14.5579, 21.1036)  0.411
H (-2.8394, -15.4882, 22.5524)  0.291
H (-3.0411, -15.9090, 19.5420)  0.317
H (-3.9529, -16.8099, 20.8830)  0.301
H (-3.2080, -18.9538, 21.5475)  0.529
H (-1.5136, -19.3748, 21.5071)  0.219
H (-2.2541, -17.9321, 22.4756)  0.353
H (-3.2904, -18.5524, 18.7820)  0.316
H (-1.9763, -17.5607, 18.2089)  0.325
H (-1.5866, -19.1536, 18.9920)  0.376
H (0.6175, -17.4840, 22.5462)  0.293
H (-0.8324, -16.8084, 23.2649)  0.246
H (0.6365, -15.8917, 23.3252)  0.468
H (0.7869, -18.0534, 19.4932)  0.115

***

Lowest unoccupied orbital energy across the listed records, respectively: 0.0968, 0.0361, 0.1414 Ha.